Record 1
Entry from the OMol25 dataset: C38H36BrFN7O3PSc as an isolated structure (the ωB97M-V functional and the def2-TZVPD basis).

Net charge: +1
Spin multiplicity: 1
HOMO-LUMO gap (eV): 6.493
LUMO level (eV): -3.18

The geometry in XYZ format:
```
88
Properties=species:S:1:pos:R:3:forces:R:3
Sc 1.034873 0.653379 0.210966 -0.1999 -0.1779 -1.8148
Br 6.620197 1.040757 -4.180613 -0.0415 -0.7658 0.0692
C 5.977942 -0.373561 -3.064288 -0.5764 -0.9855 1.3170
C 6.779859 -1.499735 -2.651503 -1.0323 1.1042 0.1049
C 6.276622 -2.198636 -1.536442 2.0424 -0.6937 -1.0013
C 5.060120 -1.913395 -0.974309 -0.3938 0.1634 0.6379
C 4.313937 -0.889203 -1.503736 1.2508 -0.1236 -1.0471
N 4.770367 -0.153338 -2.548916 0.0511 0.1632 0.4774
C 3.032209 -0.591759 -0.838548 -2.6639 1.5270 -0.5334
O 2.737901 -0.958641 0.336341 0.3460 0.1839 -0.3011
O 2.124727 0.126058 -1.460782 1.2557 -0.9795 0.1695
H 7.726999 -1.746036 -3.160390 -0.6031 0.2279 0.5503
H 6.919511 -2.977629 -1.087090 -0.5219 0.3707 -0.4141
H 4.677535 -2.420809 -0.097512 0.2071 -0.1005 -0.0555
C -2.638253 1.823113 -2.632759 -0.5553 0.1276 -0.3720
C -1.525075 2.788485 -2.181001 0.2755 -0.3677 -0.9476
C -0.239348 2.394315 -2.935455 -0.1174 -0.7404 0.0422
C -1.247869 2.864093 -0.691216 -0.6188 -1.8923 1.3216
C -2.371016 3.435937 0.175092 -1.2472 -1.3093 -0.4497
O -3.042904 2.213018 0.789691 1.5405 0.7620 -1.0249
C -2.221779 1.125009 0.647130 0.5292 3.2871 -2.4988
N -1.118192 1.340669 -0.063530 -1.2961 1.3655 0.6586
C -2.946701 -0.048154 1.097797 -0.1312 -1.1494 1.7739
C -4.044711 0.201821 1.972809 0.9063 -0.7064 -0.5697
C -4.814961 -0.843244 2.441096 -1.0899 0.4990 0.4276
C -4.569145 -2.154279 2.029792 1.2848 0.1732 -0.5837
C -3.450946 -2.438933 1.217400 -0.6471 1.5355 0.3013
C -2.596873 -1.370787 0.814165 -0.4322 -1.1447 -0.4667
P -1.104397 -1.832114 -0.164348 0.9851 1.6068 0.9192
C -0.563334 -3.357887 0.687863 -0.7769 -0.2774 -0.3632
C -0.840003 -3.586184 2.048817 -0.3796 0.6831 -0.3731
C -0.398182 -4.744984 2.635912 0.7860 -1.0885 1.0946
C 0.281397 -5.762404 1.927149 -0.8333 0.8665 0.2196
C 0.371887 -5.570069 0.565160 0.8400 -0.6234 -0.5506
C 0.052983 -4.362045 -0.048786 -0.2030 -0.2629 0.7813
C -1.762127 -2.228850 -1.783807 0.4901 0.0403 0.0766
C -0.853673 -2.438274 -2.823767 -0.0114 -0.7792 -0.4471
C -1.308155 -3.086421 -3.975812 -0.2732 0.0935 -0.2076
C -2.667338 -3.416122 -4.181571 0.4829 0.9159 0.5279
C -3.561077 -2.973419 -3.209262 -0.3202 -0.1361 0.5373
C -3.110357 -2.393899 -2.010274 -0.3215 -0.4173 -1.4578
H -2.400845 1.514645 -3.676278 -0.4425 0.2265 0.6711
H -3.645829 2.291915 -2.617070 0.5976 -0.2519 -0.0512
H -2.709492 0.901481 -2.045000 0.2310 0.1344 -0.0108
H -1.822244 3.797191 -2.518196 0.1950 -0.1570 0.3104
H -0.021763 1.316352 -2.724301 0.1596 0.8029 -0.0108
H 0.610500 3.034465 -2.696264 0.0797 -0.1575 0.1907
H -0.368834 2.435798 -4.023584 -0.1533 0.1271 0.2419
H -0.308930 3.384660 -0.500723 0.0242 -0.1011 0.0653
H -3.167198 4.018587 -0.383680 0.9324 -0.9233 0.6373
H -2.002028 4.012756 0.994612 0.2181 0.3802 0.5484
H -4.197518 1.216200 2.278819 -0.3978 0.1562 0.1051
H -5.691050 -0.578990 3.094001 1.0391 -0.5588 -0.6404
H -5.184742 -2.956278 2.373693 -0.3975 -0.3512 0.0811
H -3.254930 -3.447745 0.858825 0.0019 0.2127 0.2850
H -1.479971 -2.874714 2.613060 0.8159 -0.5870 -0.3093
H -0.566140 -4.893824 3.704061 -0.0241 0.0818 -0.2374
H 0.675581 -6.666337 2.408829 -0.4388 0.4609 -0.1951
H 0.729520 -6.389000 -0.059659 0.1767 0.2741 0.1104
H 0.277149 -4.257511 -1.089446 -0.1347 0.1530 -0.4947
H 0.209538 -2.150853 -2.751500 -0.6258 -0.2691 0.1546
H -0.572367 -3.315427 -4.728876 0.0094 -0.0493 -0.2690
H -3.037826 -3.857345 -5.112153 0.3531 0.0011 0.4470
H -4.640826 -3.131135 -3.291662 0.3968 0.1174 -0.2882
H -3.831353 -1.981231 -1.341553 -0.3918 -0.2283 0.5878
F 1.667426 7.785658 2.036110 0.3398 0.1486 0.2200
C 1.862275 6.505970 1.670417 -0.9923 -0.3778 -0.8785
C 1.905212 5.515196 2.637755 0.6273 -0.7269 -0.0375
C 1.933116 4.153229 2.232436 0.2248 0.9636 -0.3683
C 2.080071 3.827933 0.874599 -0.2151 0.1850 -0.3744
C 2.281514 2.414939 0.414200 -0.4089 0.0156 1.1586
C 2.017307 4.886916 -0.080549 0.3254 -0.7222 -0.0369
C 1.820694 6.214366 0.296344 0.3234 -0.2949 -0.0742
H 2.084310 5.799773 3.683988 -0.6142 -0.1498 -0.4490
H 1.878118 3.345754 2.963367 0.2608 0.3109 -0.0272
H 2.655984 2.343552 -0.591028 0.4514 0.2777 -0.5667
H 2.985655 1.841247 1.074701 -0.1763 0.4894 -0.3147
H 2.210621 4.620361 -1.147540 -0.4192 0.3581 0.9026
H 1.693976 6.980641 -0.494152 0.2179 -0.3605 0.8963
N -0.566710 0.865855 5.450477 0.4278 -0.4766 -1.3623
N 0.068270 0.351612 4.273047 0.7318 0.1619 -1.0419
N 0.725528 -0.812257 4.222442 -0.8835 0.4260 -0.5940
C 1.100757 -0.878055 2.922251 -0.3814 0.4610 2.1413
N 0.765282 0.223696 2.264338 -1.0056 0.8857 2.7933
N 0.115802 1.054679 3.156655 0.1481 -1.9032 -0.0813
H -0.989011 0.068029 5.942292 0.2448 0.3495 -0.3736
H -1.287536 1.517707 5.104919 0.4338 -0.4516 0.2787
H 1.630278 -1.726262 2.535484 0.1290 -0.0378 -0.2673
```
Forces are in eV/Å.

---

Record 2
Entry from the OMol25 dataset: C23H13CdF6N3S as an isolated structure (the ωB97M-V functional and the def2-TZVPD basis).

Spin multiplicity: 1
HOMO-LUMO gap (eV): 5.985
LUMO level (eV): -1.68

The geometry in XYZ format:
```
47
Properties=species:S:1:pos:R:3:forces:R:3
Cd 0.392013 0.161677 -0.554382 0.0216 0.1451 0.6566
F 6.715697 0.513131 2.311713 0.0988 0.0176 0.0077
C 5.393712 0.631101 2.201175 -0.1856 -0.0086 0.0225
C 4.809710 0.915704 0.982080 -0.0038 0.0061 -0.0072
F 5.570502 1.101322 -0.099673 0.0664 -0.0102 -0.0505
C 3.436206 1.019738 0.887083 -0.0947 -0.0124 0.2992
F 2.933776 1.326751 -0.331608 -0.0157 -0.1035 -0.1451
C 2.570185 0.846989 1.967357 0.6065 -0.0439 -0.0274
S 0.845655 0.978268 1.872062 -0.5446 0.0494 -0.2684
C 3.204146 0.581828 3.187301 -0.0980 0.0105 -0.2629
F 2.468202 0.420883 4.286774 -0.0122 -0.0385 0.1047
C 4.575364 0.470374 3.307314 0.0453 0.0090 0.0042
F 5.120473 0.203952 4.495069 0.0527 -0.0171 0.0493
C -5.177828 -2.063283 -0.624920 0.0675 -0.0417 0.0016
C -5.489650 -0.711030 -0.728076 -0.0168 -0.0308 -0.0079
C -4.485203 0.233582 -0.755407 0.2224 0.1544 0.0095
C -3.146653 -0.171068 -0.674208 -0.7604 -0.7084 0.0569
C -2.839715 -1.527535 -0.561154 0.1710 0.3557 0.0007
C -3.853735 -2.467790 -0.544543 -0.1468 -0.0856 -0.0179
N -2.073783 0.736309 -0.667948 0.5313 0.4971 -0.1870
N -2.377246 1.914013 -0.908213 -0.6194 -0.4420 0.1274
C -1.343131 2.854502 -0.877886 0.7627 0.7662 -0.0414
C -1.732686 4.174537 -0.668564 -0.0472 -0.2571 0.0124
C -0.758155 5.151649 -0.596712 0.1105 0.0170 -0.0313
C 0.567460 4.786665 -0.770768 -0.1370 0.0100 0.0050
C 0.861541 3.454220 -1.007311 0.2673 0.0578 -0.0697
N -0.066479 2.505507 -1.059620 -0.3249 -0.5373 -0.0099
H -5.970007 -2.800273 -0.600187 -0.0007 0.0078 -0.0094
H -6.523631 -0.397335 -0.782480 0.0048 0.0081 0.0017
H -4.711777 1.287731 -0.823676 -0.0376 -0.0175 -0.0085
H -1.805008 -1.832132 -0.494149 0.0350 -0.0392 0.0032
H -3.606497 -3.518107 -0.466847 0.0035 0.0081 0.0150
H -2.783482 4.392282 -0.544077 -0.0041 0.0063 -0.0190
H -1.026007 6.184252 -0.418585 -0.0187 -0.0065 0.0186
H 1.361866 5.517400 -0.726623 0.0195 -0.0230 -0.0233
H 1.884454 3.132829 -1.159131 -0.0890 0.0365 0.0312
F 0.637860 -6.101799 -0.674339 -0.0115 -0.0255 0.0032
C 0.640479 -4.751462 -0.703976 -0.0085 0.1061 0.0269
C 0.687367 -4.053822 0.485503 0.0170 -0.0862 -0.0022
C 0.689525 -2.664810 0.437353 0.0337 0.0223 0.0132
C 0.642495 -1.968298 -0.773300 -0.0006 0.2930 -0.2437
C 0.597398 -2.721038 -1.948447 0.0349 -0.0025 0.0493
C 0.595209 -4.110586 -1.925117 0.0097 -0.0586 -0.0780
H 0.722709 -4.590726 1.424653 0.0081 -0.0027 -0.0107
H 0.723359 -2.120375 1.375932 -0.0011 0.0144 -0.0107
H 0.564947 -2.230321 -2.913992 -0.0238 0.0001 -0.0004
H 0.558368 -4.695386 -2.835439 0.0127 0.0001 0.0123
```
Forces are in eV/Å.

---

Record 3
Entry from the OMol25 dataset: C26H22I2IrO2 as an isolated structure (the ωB97M-V functional and the def2-TZVPD basis).

Net charge: +2
Spin multiplicity: 2
HOMO-LUMO gap (alpha / beta) (eV): 5.603 / 3.056
LUMO level (alpha / beta) (eV): -7.09 / -9.64

The geometry in XYZ format:
```
53
Properties=species:S:1:pos:R:3:forces:R:3
Ir -0.423602 0.347016 0.979676 0.0882 0.1236 -0.0759
C 0.235815 3.308463 2.775379 -0.0240 -0.0150 -0.0208
C -0.022018 1.835524 2.775284 -0.1790 0.1852 -0.0770
C 1.021448 0.922844 2.714477 0.0503 -0.0147 0.0121
C 0.783329 -0.490118 2.691492 0.0486 -0.0743 0.0196
C 1.929271 -1.444356 2.579143 -0.0229 0.0208 -0.0272
C -0.549046 -0.945228 2.790582 0.0247 -0.0635 -0.0790
C -1.660896 -0.047788 2.842244 -0.0101 0.0390 -0.0456
C -3.064654 -0.557721 2.944812 0.0229 0.0176 -0.0209
C -1.369546 1.325522 2.744851 -0.0232 -0.0303 0.0912
H 1.140050 3.541207 2.216499 0.0074 0.0049 -0.0045
H 0.368199 3.641730 3.807355 0.0072 0.0019 -0.0034
H -0.603622 3.863406 2.358074 0.0024 -0.0026 0.0051
H 2.034476 1.287810 2.610651 0.0257 -0.0102 -0.0250
H 2.325169 -1.642854 3.577736 0.0011 0.0166 0.0053
H 2.729931 -1.021967 1.974270 -0.0061 0.0000 -0.0064
H 1.621741 -2.393396 2.143412 -0.0108 -0.0003 0.0207
H -0.739335 -2.010530 2.784763 -0.0004 -0.0115 -0.0059
H -3.313806 -0.701079 3.998186 0.0091 -0.0014 0.0021
H -3.178089 -1.516650 2.441094 0.0082 -0.0023 0.0018
H -3.775035 0.152912 2.526124 0.0035 0.0013 0.0051
H -2.187556 2.032909 2.684108 -0.0067 -0.0164 0.0321
I -1.189460 2.187897 -0.741391 0.0365 -0.1413 0.1045
C -2.446339 0.817159 -1.655312 -0.0305 0.0809 0.0540
C -3.307016 1.227929 -2.669125 -0.0095 -0.0421 -0.0186
C -4.058038 0.279253 -3.343075 -0.0023 -0.0341 -0.0085
C -3.915559 -1.069644 -3.029045 0.0057 0.0740 -0.0111
C -3.029044 -1.481975 -2.023966 0.0361 0.0313 0.0462
C -2.838105 -2.850219 -1.762056 -0.0053 -0.0616 -0.0183
C -1.904304 -3.267126 -0.810022 -0.0092 0.0104 0.0011
C -1.197476 -2.334805 -0.081830 -0.0121 0.0799 -0.0626
C -1.394502 -0.940976 -0.236493 -0.1904 0.0897 -0.0469
C -2.283238 -0.518514 -1.279363 -0.0527 -0.1495 -0.0048
H -3.391920 2.273546 -2.934711 0.0035 -0.0011 0.0079
H -4.739573 0.589107 -4.123408 -0.0025 -0.0113 0.0017
H -4.483370 -1.815077 -3.571549 -0.0031 0.0046 0.0033
H -3.400492 -3.580038 -2.331637 0.0087 -0.0070 0.0144
H -1.734849 -4.323444 -0.649311 -0.0053 0.0015 -0.0054
H -0.457550 -2.685581 0.623267 0.0155 -0.0074 0.0169
I 6.788147 -0.074951 -4.398435 0.0271 -0.0048 -0.0199
C 5.176920 0.269022 -3.137497 -0.0119 -0.0115 0.0059
C 5.015837 1.519139 -2.549668 -0.0073 0.0041 -0.0006
C 3.939840 1.746080 -1.710978 -0.0023 -0.0133 -0.0006
C 3.025121 0.726496 -1.455411 0.0486 -0.0941 -0.0103
C 3.194835 -0.525501 -2.046811 0.0105 0.0212 0.0214
C 4.267916 -0.755245 -2.888504 -0.0124 0.0287 0.0198
C 1.891786 1.013303 -0.554453 -0.2145 0.0075 -0.0890
O 1.697317 2.110894 -0.044153 0.0946 0.0174 0.1491
O 1.056059 -0.004794 -0.362198 0.2660 -0.0475 0.0510
H 5.727054 2.308754 -2.747797 -0.0044 -0.0015 0.0013
H 3.799000 2.713027 -1.248065 0.0086 0.0056 -0.0021
H 2.486666 -1.317823 -1.847282 -0.0017 0.0011 -0.0043
H 4.402137 -1.723544 -3.349917 -0.0005 0.0017 0.0012
```
Forces are in eV/Å.

---

Record 4
Entry from the OMol25 dataset: a 7-piece molecular cluster, C7H28O7 overall (the ωB97M-V functional and the def2-TZVPD basis).

Spin multiplicity: 1
HOMO-LUMO gap (eV): 10.067
LUMO level (eV): 0.52
SMILES: CO.CO.CO.CO.CO.CO.CO

The geometry in XYZ format:
```
42
Properties=species:S:1:pos:R:3:forces:R:3
C 4.966045 6.283475 6.704015 0.2162 0.5976 -0.3829
O 3.705895 5.931595 7.164095 -1.4861 -0.4432 0.6045
H 4.880975 6.668615 5.687885 0.3848 -0.0909 -0.2938
H 5.263745 7.135925 7.314595 0.4926 -0.2864 0.0701
H 5.644105 5.432085 6.762835 0.4214 0.2771 0.0023
H 3.297255 5.311605 6.555635 0.0238 -0.0256 0.0227
C 9.016425 5.259315 6.071975 1.4123 0.2369 -1.3509
O 8.758955 5.920425 7.255425 -0.6603 -0.9286 1.4431
H 9.379585 4.233325 6.131745 -0.2989 -0.1514 1.0623
H 8.221175 5.204595 5.328555 -0.3901 0.4155 0.0555
H 9.891765 5.761155 5.659615 0.0366 0.0812 -0.8992
H 8.479725 6.825305 7.097875 -0.1802 0.3639 -0.2528
C 7.972495 5.919215 13.801065 -0.3286 0.2321 0.1533
O 7.557975 5.530975 12.481615 0.7038 0.2931 0.2234
H 7.191175 6.483535 14.310185 -0.1695 -0.0102 -0.0295
H 8.282825 5.112965 14.465715 -0.1133 -0.3968 -0.3236
H 8.829125 6.589345 13.728905 -0.0455 -0.0739 -0.4214
H 6.878365 4.853055 12.469105 0.0046 0.0451 0.3898
C 6.807945 7.813325 9.930025 0.1919 0.0641 -0.2634
O 7.742355 8.020785 10.993935 -0.5017 0.2412 -0.3497
H 7.316055 7.345685 9.086675 -0.1103 0.0465 -0.1054
H 5.946725 7.202195 10.200055 0.0707 -0.1975 0.3264
H 6.394325 8.776095 9.629905 0.2666 0.0518 -0.0864
H 7.829395 7.169985 11.430015 0.0747 -0.3856 0.3101
C 8.604485 8.989895 5.538685 -0.6650 0.7767 0.1903
O 7.852895 8.539185 6.668555 0.4916 -0.4693 -0.7301
H 9.492595 9.519885 5.882865 0.5283 -0.5662 -0.2036
H 8.749795 8.181675 4.821905 0.4503 -0.1032 0.4022
H 8.061695 9.757275 4.986775 -0.3920 0.0346 -0.0641
H 7.357335 9.291615 7.000035 -0.4221 0.1777 0.2973
C 5.426055 10.573535 11.429335 -1.0575 -0.5863 -0.6360
O 6.399485 10.091395 12.263175 1.0019 0.6000 1.3453
H 4.689285 9.783985 11.281425 -0.6499 0.0538 -0.0533
H 4.939095 11.437955 11.880735 0.0993 0.0297 -0.0704
H 5.758265 10.799055 10.415995 0.3405 0.4720 -0.1197
H 6.960055 9.435995 11.841485 0.2024 -0.4976 -0.3142
C 7.272235 11.746505 7.945005 0.7472 1.7644 0.7991
O 6.431595 10.765285 7.481885 -0.8515 -1.4888 -0.4805
H 8.297775 11.609145 7.602235 -0.1975 -0.1086 -0.3207
H 6.863535 12.699975 7.610375 0.5315 0.3936 -0.0557
H 7.324775 11.786725 9.032995 -0.0223 -0.1236 0.2156
H 5.544685 11.000075 7.764485 -0.1507 -0.3151 -0.1063
```
Forces are in eV/Å.